Formula: C34H90N10O32
Source: the Open Molecules 2025 dataset
Level of theory: ωB97M-V/def2-TZVPD

Properties
energy	-117103.152	eV
molar mass	1151.13	g/mol
E_LUMO	-0.52	eV

Geometry as XYZ:
```
166
Properties=species:S:1:pos:R:3:forces:R:3
H -0.11585 -0.78679 7.46782 -0.2 0.5 -0.6
H -0.53870 -1.67532 0.39329 0.3 -0.3 -0.3
O 4.41461 -1.06596 -0.76651 -0.6 -0.4 0.2
H 0.68548 -4.90927 -3.64441 -0.4 -0.4 -0.4
N -7.12325 2.52727 -0.48619 0.5 0.1 0.6
H 6.61117 1.89598 -2.75223 0.0 0.1 -0.1
C 3.03920 -1.07252 -5.90616 0.6 0.3 0.6
O 1.82126 1.50715 -3.20809 0.4 -0.3 -0.2
O -4.53323 -4.33482 1.77470 0.0 -0.3 -0.1
H -7.90475 1.55722 4.66311 -0.1 -0.3 0.0
C 2.64155 -4.07267 0.99989 -1.3 0.5 0.1
N -4.91969 -3.31662 1.24336 -0.2 0.5 0.1
H -0.29573 4.05702 6.42733 0.2 -0.3 -0.4
C 0.11027 -5.71319 -1.76412 -0.6 -1.4 -1.6
H -7.51277 2.50925 3.25281 0.2 -0.1 -0.3
C -3.39952 6.28004 2.93965 0.7 -0.4 -0.9
O -3.36495 4.63781 -0.18039 0.3 -0.7 0.1
O -1.56792 -1.50083 3.49180 0.2 -0.4 0.0
H 5.89921 -0.40208 -8.00659 -0.4 -0.5 -0.2
H 0.79276 -0.60784 0.99101 0.1 -0.4 -0.1
C -6.55594 1.83222 -1.65668 0.1 0.0 -0.4
H 7.16314 -0.77492 -6.92488 -0.1 -0.2 0.5
C -0.06930 -6.43324 0.49432 0.8 0.1 0.3
N 0.62229 1.36628 -3.34061 0.6 0.5 0.7
H -0.24443 -5.45897 0.96932 -0.7 0.2 -0.5
H 6.06805 -1.59629 0.34712 0.0 -0.1 0.0
C -0.20988 2.26260 -2.51039 -0.2 0.7 -0.8
H -1.98623 3.96182 2.37154 -0.4 0.1 -0.3
H 3.90313 0.28451 -7.31651 0.1 -0.1 -0.1
O -1.97284 -2.56605 5.32591 0.0 0.0 0.1
C 4.04959 0.01980 -6.26188 -0.5 0.3 -0.4
H 2.66004 -4.13170 -7.16980 0.8 0.1 0.2
C -1.12746 3.37026 6.62311 0.5 0.6 0.8
H -5.70989 2.40938 -2.02721 0.0 0.1 0.2
C -1.65008 3.38567 4.34408 0.3 0.7 -1.4
H -0.72257 3.95083 4.17478 0.3 -0.1 0.7
C 7.36219 1.10714 -2.87721 -0.6 0.0 0.0
C 0.63972 -1.21878 6.81713 1.3 -0.9 0.2
H -1.16287 1.77924 -2.34306 0.0 0.2 0.3
H 1.53518 -1.32090 7.44218 0.0 -0.1 0.1
H -3.23040 0.17483 4.66459 0.1 -0.4 -0.5
N -6.38275 0.75807 3.51475 0.0 0.7 -0.4
H -2.84838 2.17334 0.26390 0.1 0.2 0.6
H -1.59526 0.43226 5.26574 0.3 -0.3 -0.1
H -7.31594 1.83855 -2.43332 0.0 -0.3 0.1
H 0.89807 -1.85355 4.19504 0.1 -0.1 -0.1
C -0.01669 -0.72217 0.26338 -1.1 1.1 0.0
H -1.47212 3.72942 7.59599 -0.6 -0.1 -0.2
C 1.87125 -6.88199 -4.84072 0.7 0.0 0.3
H 2.95482 -6.74700 -4.72872 0.1 0.0 0.3
C 2.45348 1.39227 0.08736 -0.5 0.1 -1.2
H -3.34916 1.02714 1.57790 -0.3 0.0 0.0
H 0.32399 2.64843 -1.65250 0.0 -0.7 0.2
O 3.36504 -2.22045 -6.64433 0.4 -0.6 -0.3
H 1.55028 -6.04083 -5.46074 -0.4 -0.2 -0.1
H -2.94305 6.33321 1.94324 -0.2 -0.2 -0.2
H 2.84868 -1.06576 2.86353 -0.2 -0.4 0.1
H -5.17660 5.66707 -1.73338 -0.1 0.0 -0.3
H -2.85576 0.38494 -2.63202 -0.1 0.1 -0.4
O -3.19937 3.60729 -2.09765 0.3 -0.4 0.5
O 1.20987 -6.94005 -3.60156 -0.6 -0.2 0.0
H -0.37251 5.71142 2.25398 -0.2 -0.3 -0.2
H -3.58561 -2.23676 2.35519 0.1 0.0 -0.1
H 5.84578 -1.98772 -7.06623 0.0 0.0 -0.4
H 4.85165 -0.66698 1.21674 -0.4 0.0 -0.1
C 1.29422 1.68460 3.64974 -1.4 -0.5 -0.3
O 2.75523 3.16934 1.47835 0.4 0.1 0.6
H -3.37205 7.31787 3.26367 0.0 -0.2 0.8
N 3.77156 -4.22430 0.05421 -0.3 -0.2 0.4
O -5.95644 -3.18554 0.63368 -0.2 -0.1 -0.1
H 1.26646 5.17595 2.12191 0.5 0.3 -0.3
C 6.09012 -0.92600 -7.06205 0.2 0.4 -0.1
O -0.29165 5.82897 -0.54044 -0.1 -0.6 -0.1
O 6.90159 -0.06352 -2.22087 0.0 0.3 0.4
H 2.69024 -3.11745 1.52042 0.6 0.0 -0.1
O 5.40057 -0.26690 -6.02105 0.3 -0.1 0.3
H 1.53611 1.93809 -0.11733 0.0 -0.1 0.8
H -4.10983 1.10168 -0.10004 -0.2 -0.6 0.4
O -6.98977 1.98087 0.59031 -0.1 -0.2 0.2
H -0.58048 1.36870 0.63621 0.0 0.0 -0.8
O -2.24034 0.25142 -0.00480 -0.7 -0.2 -0.7
H 2.09090 -3.49877 -5.58248 0.2 -0.1 0.1
H -8.42794 0.97895 3.03565 0.1 -0.1 0.1
O -7.62488 3.61622 -0.63399 -0.2 0.3 -0.4
H -1.56315 -0.84305 -2.61844 0.0 0.0 0.0
O -2.12688 3.47966 5.65055 -0.3 -0.2 0.0
N 0.15075 5.09740 0.32744 0.3 0.9 0.4
H -0.30875 -4.70835 -1.63811 0.4 0.2 0.6
C -2.41011 -0.28469 5.21283 -0.7 0.3 1.5
H 3.84268 0.93086 -5.69828 -0.3 -0.1 0.2
H 5.71413 -2.33389 -1.75594 0.2 0.1 0.0
H 1.50490 -2.87696 -7.12204 -0.2 0.0 0.2
O 4.86936 -4.41502 0.53059 0.1 0.1 -0.2
O -5.41157 1.44375 3.26110 0.6 -0.1 0.1
H 7.46836 0.90153 -3.94520 0.2 0.2 -0.1
H -1.19331 0.23821 1.73046 0.0 -0.3 0.0
H 1.09902 -2.37352 -1.56041 -0.2 0.0 0.0
H 0.53341 1.26935 4.31586 0.1 0.5 0.3
O 0.33396 3.90385 0.24815 -0.5 0.0 -0.2
H -0.76185 2.35401 6.79926 0.1 -0.1 -0.4
H -1.43701 2.36581 4.00353 -0.2 -0.2 0.2
H 0.80513 2.36697 2.95623 0.2 0.1 0.0
C -3.20846 1.16921 0.50692 1.0 0.4 -1.0
H -2.60409 -0.74912 -4.07505 0.1 0.5 -0.1
H -0.29967 3.14804 -3.14649 -0.5 -0.1 -0.1
C -2.54676 4.08379 3.30676 0.3 -0.8 1.4
H 3.26550 0.09749 4.07348 0.0 0.0 0.3
H 2.87314 1.28959 -0.91218 0.7 -0.3 0.3
O 1.72419 0.58637 2.84966 0.3 -0.2 0.5
H -6.22950 0.85667 -1.31614 -0.2 -0.1 -0.3
H 2.25526 -1.32102 -0.75678 0.1 0.0 -0.3
C -7.66148 1.49521 3.60276 -0.4 0.4 0.5
C -4.13321 5.70352 -2.03864 0.3 0.6 0.1
H -3.25593 -2.23213 0.62664 -0.2 0.2 -0.2
C -1.01550 0.35648 0.64562 0.4 0.2 1.9
H 2.02043 -0.71399 -6.08047 -0.1 0.0 -0.3
H 1.74060 -7.85179 -5.31283 -0.3 0.1 -0.2
H 5.90072 0.13597 0.05576 0.0 0.0 0.0
H -4.57566 -1.19032 1.33842 -0.3 -0.2 -0.4
O 0.99248 -0.45888 5.67958 -0.6 1.1 -0.2
H 2.05369 2.21817 4.22433 0.4 -0.3 -0.2
H -3.67779 6.60507 -1.63489 0.0 -0.1 0.2
C 4.97370 -1.55612 -1.98404 0.9 0.6 1.0
H 8.28086 1.49182 -2.44249 0.2 -0.5 0.1
H 4.19679 -2.09144 -2.52692 -0.2 0.5 -0.2
H -2.78009 -0.52928 6.20722 0.1 0.2 0.0
H 2.41049 -1.80357 5.17480 0.0 -0.3 -0.3
C 2.40008 -3.24313 -6.59897 -1.2 0.7 -0.4
H 2.26437 0.43219 0.54610 0.3 0.2 0.1
C -4.03963 -2.13092 1.37391 0.6 -0.2 0.7
H 0.35055 -2.23724 6.54620 -0.3 0.1 -0.1
H 4.96754 0.45321 -2.78820 -0.1 0.1 0.0
O 0.71486 -6.34203 -0.67211 0.7 0.6 0.4
H 3.09144 -1.27218 -4.82822 0.1 -0.2 0.1
O 0.09332 0.61612 -4.12401 -0.3 -0.3 -0.2
H -3.93262 5.67645 -3.10320 -0.4 -0.3 0.0
N 3.31643 2.22939 0.94509 -0.3 0.6 -0.8
H -4.42356 5.92166 2.83558 -0.1 0.0 0.1
H 1.80948 -1.05962 -2.46812 -0.1 0.4 0.0
H 2.56860 -4.87022 1.73219 0.5 -0.2 -0.2
H -0.74754 -6.33299 -2.07027 -0.2 0.1 0.0
C 2.40868 -0.40412 3.60975 0.3 1.1 0.2
H -3.51869 3.58071 3.27406 -0.2 0.3 -0.3
O 4.50821 2.01941 0.97386 -0.1 -0.1 0.3
H 1.72004 -4.03872 0.42409 0.1 -0.2 -0.2
H -0.96225 -7.02830 0.30081 -0.2 0.2 0.3
C 1.43809 -1.33161 -1.48295 0.1 -0.9 0.4
N -3.49045 4.54160 -1.38040 -0.4 0.9 -0.4
O -4.70986 -1.30506 -2.51941 0.2 0.1 0.1
N -1.94917 -1.56668 4.65005 0.0 0.7 -1.0
O 0.40507 -0.46793 -1.05776 0.0 -0.1 -0.4
H 0.56670 -6.89058 1.25630 -0.1 -0.6 -0.3
O 3.49784 -4.16123 -1.12607 0.3 0.1 0.0
H 5.79473 -0.79974 -3.76128 -0.2 0.3 -0.2
O -6.36712 -0.43407 3.69528 -0.1 -0.3 0.1
C 5.34637 -0.77848 0.25269 0.8 -0.2 0.0
C 5.63225 -0.41424 -2.74893 0.0 -1.3 -0.7
C -2.54447 -0.58506 -3.00178 -0.2 -0.7 0.2
C 1.64621 -1.20358 4.66320 -0.1 -0.5 0.2
C 1.04553 -5.70630 -2.97541 0.6 1.6 0.7
O -2.60962 5.41646 3.74539 -0.4 0.8 0.0
H 0.62228 6.82888 1.45167 0.7 -0.1 -0.3
C 0.51250 5.76246 1.60784 -1.1 -0.2 0.8
H 2.00924 -5.28160 -2.66229 0.2 -0.3 0.2
O -3.08110 -2.65020 -2.08208 -0.2 0.3 -0.1
N -3.52703 -1.58623 -2.47785 0.3 -0.4 0.4
```
Forces are in eV/Å.